DFT (ωB97M-V/def2-TZVPD) results for a cluster of 2 separate species, C3H12N5 in total in a non-equilibrium geometry.

Computed properties:
* net charge: +1
* energy above the lowest of the compared OMol25 structures with the same formula, charge and spin: 629.02 kJ/mol
* E: -394.86731 Ha

Last column: natural (NBO) charge in e.
CARTESIAN COORDINATES (ANGSTROEM)
C -1.44569 1.22181 -0.05249  -0.2674
C -1.90133 -0.06998 -0.47194  -0.0531
C -2.88333 -0.85576 0.47950  -0.6102
N -0.50681 0.08826 -0.04981  -0.6302
N 3.45120 -0.75080 0.35229  -0.5757
N 2.05751 0.87307 0.73208  -0.3427
N 1.73343 -0.23333 -1.13552  -0.6078
N 2.38333 0.01987 -0.04946  0.3345
H -1.31118 2.11736 -0.68212  0.2361
H -1.75720 1.64055 0.93960  0.2240
H -2.00199 -0.28303 -1.51193  0.2251
H -2.92186 -1.90332 0.14967  0.2434
H -3.89612 -0.20660 0.43221  0.2459
H -2.52089 -0.64448 1.43792  0.2035
H 3.85827 -0.32781 1.11319  0.3975
H 4.14501 -0.80329 -0.33126  0.3842
H -0.48737 -0.14595 0.89623  0.3893
H 1.18346 1.39572 0.34301  0.3686
H 0.56709 -0.21392 -0.90095  0.4420
H 2.25446 -0.91837 -1.69021  0.3931

Forces on atoms 1 to 2 (eV/Å):
C -0.52 3.21 0.67
C -2.01 -1.51 0.82



DFT (ωB97M-V/def2-TZVPD) results for the molecule C27H28N2O4S in a non-equilibrium geometry.

Computed properties:
* energy above the lowest of the compared OMol25 structures with the same formula, charge and spin: 0.00 kJ/mol
* E: -1854.35505 Ha

Last column: natural (NBO) charge in e.
CARTESIAN COORDINATES (ANGSTROEM)
O 0.47205 1.03350 -1.55544  -0.6532
C 1.19660 0.30262 -0.91218  0.7316
N 2.53560 0.34708 -0.92755  -0.6151
C 3.26415 1.47007 -1.48380  -0.0587
C 4.56024 0.97793 -2.15751  -0.4149
C 5.71885 1.57301 -1.34524  -0.4039
C 5.10230 1.91679 0.00928  -0.4037
C 3.71609 2.42692 -0.37042  -0.4223
C 0.57572 -0.89416 -0.13738  -0.1736
C 1.58540 -1.84511 0.44841  0.0393
C 2.18838 -1.60588 1.67962  -0.2537
C 3.13005 -2.48742 2.18141  -0.1935
C 3.48359 -3.61587 1.46145  -0.2157
C 2.89035 -3.86015 0.23409  -0.2069
C 1.94704 -2.98185 -0.26766  -0.2208
N -0.36033 -0.37668 0.85772  -0.4392
C -1.54250 -1.17525 1.07705  -0.2246
C -2.67380 -0.92816 0.09872  -0.0411
C -2.52493 -0.13225 -1.02405  -0.2343
C -3.58175 0.09033 -1.90598  -0.2428
C -4.78190 -0.50624 -1.61693  0.2197
C -4.93644 -1.31201 -0.48767  0.2953
C -3.90128 -1.54055 0.38032  -0.2806
O -6.22538 -1.77580 -0.43133  -0.4946
C -6.87893 -1.23351 -1.55831  0.2381
O -5.97206 -0.44482 -2.29593  -0.4812
C -0.06365 0.77999 1.48459  0.7185
O 0.99701 1.35176 1.29586  -0.6450
C -1.08612 1.34642 2.46308  -0.5280
C -2.35870 1.71943 1.78174  -0.1854
C -2.51275 2.45799 0.65170  -0.2621
C -3.86697 2.62459 0.28129  -0.2397
C -4.72302 2.01270 1.13425  -0.4128
S -3.89604 1.21886 2.41460  0.4219
H 3.03270 -0.19808 -0.23856  0.4023
H 2.57932 1.95348 -2.18296  0.2353
H 4.58735 -0.11210 -2.13074  0.2089
H 4.60662 1.28462 -3.20078  0.2162
H 6.07761 2.48629 -1.82167  0.1973
H 6.55788 0.88368 -1.26085  0.2087
H 5.68566 2.65546 0.55646  0.2135
H 5.02023 1.02030 0.62696  0.1889
H 3.00656 2.41914 0.45445  0.2452
H 3.78738 3.44109 -0.76360  0.2030
H -0.02256 -1.42683 -0.88652  0.2380
H 1.92855 -0.72193 2.24089  0.2321
H 3.59035 -2.28980 3.13819  0.2148
H 4.21809 -4.30240 1.85497  0.2156
H 3.16032 -4.73905 -0.33230  0.2161
H 1.48530 -3.17608 -1.22528  0.2133
H -1.24243 -2.22957 1.01460  0.2172
H -1.91486 -1.01219 2.09064  0.2155
H -1.58339 0.35285 -1.23122  0.2578
H -3.45925 0.71391 -2.77469  0.2276
H -4.03444 -2.15735 1.25387  0.2205
H -7.72631 -0.61049 -1.22831  0.1533
H -7.25859 -2.05089 -2.19275  0.1557
H -1.27602 0.63689 3.27093  0.2304
H -0.62170 2.23683 2.89882  0.2540
H -1.68417 2.85724 0.09491  0.2404
H -4.18362 3.17490 -0.58602  0.2267
H -5.79352 1.97581 1.10271  0.2347

Forces on atoms 1 to 2 (eV/Å):
O -0.25 0.35 -0.17
C 0.02 -0.64 -0.05



DFT (ωB97M-V/def2-TZVPD) results for a cluster of 3 separate species, C4H12O3 in total in a non-equilibrium geometry.

Computed properties:
* energy above the lowest of the compared OMol25 structures with the same formula, charge and spin: 233.29 kJ/mol
* E: -385.23290 Ha

Last column: natural (NBO) charge in e.
CARTESIAN COORDINATES (ANGSTROEM)
C -2.35203 0.87703 -0.78023  -0.6024
C -0.89041 0.67254 -1.00042  -0.4198
C -0.14079 -0.03557 0.09647  -0.5224
C 1.34251 -0.21889 -0.29796  0.4359
O 2.35881 0.56176 -0.14614  -0.5346
H -2.62118 1.26164 -1.79994  0.2123
H -2.96353 0.00882 -0.47159  0.2109
H -2.59374 1.67929 -0.11206  0.2034
H -0.89409 0.16638 -2.06063  0.1979
H -0.40458 1.56081 -1.45121  0.2385
H -0.07920 0.80888 0.94224  0.2264
H -0.33413 -1.10561 0.63118  0.2456
H 1.48561 -1.15938 -0.92233  0.1081
O 5.79041 1.57887 -1.91019  -0.9440
H 6.48710 1.00397 -1.51026  0.4696
H 5.44739 2.13660 -1.18655  0.4745
O -5.64267 -3.12815 3.76147  -0.9297
H -5.41643 -2.39920 3.13266  0.4642
H -5.92140 -3.83268 3.06010  0.4655

Forces on atoms 1 to 2 (eV/Å):
C -0.98 0.92 -1.34
C -0.18 -2.04 -3.54



DFT (ωB97M-V/def2-TZVPD) results for the ion C7H8ClN2O2 with charge -1 in a non-equilibrium geometry.

Computed properties:
* net charge: -1
* energy above the lowest of the compared OMol25 structures with the same formula, charge and spin: 0.00 kJ/mol
* E: -991.58818 Ha
* 2S+1: 3

Last column: natural (NBO) charge in e.
CARTESIAN COORDINATES (ANGSTROEM)
C -0.18073 1.66507 -0.66972  -0.1084
C 0.60431 1.61011 0.54513  0.0195
C -0.52896 0.51583 -1.37850  0.0838
C 1.71261 -0.39613 1.05202  0.6926
C -0.22907 0.80190 1.63153  -0.4380
C 0.38906 -0.56854 1.41074  -0.4738
C -0.24287 -0.88698 -0.89605  0.0453
N -1.29317 0.53009 -2.44836  -0.5968
N -1.32687 -1.79393 -0.76695  -0.8809
O 1.86191 0.88412 0.49796  -0.5519
O 2.72411 -1.06894 1.17227  -0.6915
Cl 1.20313 -1.71484 -1.57467  -0.1219
H -0.36832 2.66272 -1.04474  0.2001
H 0.91160 2.55684 1.05736  0.1898
H 0.03960 1.00002 2.73837  0.1973
H -1.29075 0.68779 1.34191  0.2070
H -0.02971 -1.46541 1.67144  0.1895
H -1.48318 -0.21100 -3.08660  0.3456
H -1.39074 -2.24823 0.14419  0.3497
H -1.08194 -2.56051 -1.39733  0.3430

Forces on atoms 1 to 2 (eV/Å):
C 0.55 0.68 -0.96
C 0.97 -0.64 3.84



DFT (ωB97M-V/def2-TZVPD) results for a structure of composition C3KO2 in a non-equilibrium geometry.

Computed properties:
* net charge: -1
* energy above the lowest of the compared OMol25 structures with the same formula, charge and spin: 0.00 kJ/mol
* E: -864.55073 Ha

Last column: natural (NBO) charge in e.
CARTESIAN COORDINATES (ANGSTROEM)
O -0.55206 0.30663 -0.56129  -0.6086
C -1.15108 -0.85522 -0.81909  -0.1056
C -1.74962 -1.89965 -1.12850  -0.5836
O 1.03626 -0.68842 0.67839  -0.7012
C 0.69958 0.35290 0.14466  0.2538
K 1.71693 2.78377 1.68583  0.7452

Forces on atoms 1 to 2 (eV/Å):
O 0.82 1.43 0.01
C -0.58 -1.21 -0.24



DFT (ωB97M-V/def2-TZVPD) results for a cluster of 2 separate species, Cl2H4Si3 in total in a non-equilibrium geometry.

Computed properties:
* energy above the lowest of the compared OMol25 structures with the same formula, charge and spin: 295.58 kJ/mol
* E: -1791.15537 Ha

Last column: natural (NBO) charge in e.
CARTESIAN COORDINATES (ANGSTROEM)
Si -0.48916 -0.85338 -0.09609  0.3126
Si 1.21550 0.30256 0.65706  0.5382
Si -3.44768 -3.22879 1.38305  0.6242
Cl 0.21623 1.55588 2.06485  -0.4426
Cl -3.44648 -2.39794 3.24851  -0.4625
H -0.15400 -1.75305 -1.26876  -0.1547
H -1.30015 0.04138 -0.78568  -0.1730
H 2.17450 1.49566 0.33805  -0.0920
H 2.02526 -0.49785 1.64834  -0.1500

Forces on atoms 1 to 2 (eV/Å):
Si -0.22 -2.38 -1.07
Si 2.31 2.27 2.77



DFT (ωB97M-V/def2-TZVPD) results for a structure of composition H18O9 in a non-equilibrium geometry.

Computed properties:
* energy above the lowest of the compared OMol25 structures with the same formula, charge and spin: 671.79 kJ/mol
* E: -687.76992 Ha

Last column: natural (NBO) charge in e.
CARTESIAN COORDINATES (ANGSTROEM)
H 1.39193 0.92059 -0.99686  0.4731
H 0.87546 -0.06272 0.05382  0.4682
H 0.35158 0.81700 2.40311  0.4625
H 1.30818 -0.35535 2.43098  0.4693
H -0.97208 -3.46432 -3.48968  0.4383
H -1.67381 -3.40214 -2.08862  0.4625
H 0.44611 -2.10200 -0.67699  0.4133
H 0.20185 -1.23665 -1.86465  0.4708
H -3.00673 0.22118 0.99767  0.4758
H -1.69927 1.14375 1.10362  0.4612
H -1.58779 2.84936 0.83827  0.4650
H -0.12979 2.46570 1.35625  0.4855
H -1.16712 -3.01550 2.50080  0.4762
H -2.54958 -2.27793 2.95152  0.4753
H 4.26609 3.27865 1.02431  0.4718
H 3.07415 4.07220 1.73965  0.4753
H 0.12012 0.14187 -3.96159  0.4586
H -0.03487 -0.62190 -5.14046  0.4670
O 0.66721 0.78949 -0.31811  -0.9463
O 1.28137 0.62239 2.47873  -0.9306
O -0.92412 -3.03915 -2.63843  -0.8961
O -0.02656 -2.08399 -1.51858  -0.8861
O -2.06587 0.35003 0.71037  -0.9466
O -0.87988 3.15336 1.39559  -0.9421
O -1.61076 -2.42824 3.22164  -0.9511
O 4.04383 4.02208 1.68825  -0.9469
O 0.30035 -0.75776 -4.20064  -0.9240

Forces on atoms 1 to 2 (eV/Å):
H -1.24 -0.08 1.23
H 0.00 -0.40 0.31